# 1
{
  "formula": "C5H12N2O2",
  "method": "ωB97M-V/def2-TZVPD",
  "elements": ["C", "C", "C", "C", "N", "C", "N", "O", "O", "H", "H", "H", "H", "H", "H", "H", "H", "H", "H", "H", "H"],
  "xyz": [[0.34706, 0.12932, -0.96848], [0.71806, -0.02452, 1.20683], [1.66433, -0.13622, -1.63599], [0.60709, 1.41202, 1.63935], [-0.66945, -0.72234, -1.17433], [-1.94401, -0.69926, -0.41161], [-0.22414, -0.86673, 1.65628], [-2.26865, 0.66670, -0.24587], [-2.82161, -1.52400, -0.67902], [-3.23423, 0.69469, -0.25774], [-0.43949, -1.67121, -1.45201], [0.01319, 1.15867, -0.88752], [1.72298, -0.42065, 1.05429], [0.04501, -1.83806, 1.49234], [-1.26050, -0.88383, 0.84336], [2.44391, 0.50036, -1.21826], [1.96154, -1.18001, -1.51731], [1.60420, 0.08029, -2.70690], [0.89919, 1.51483, 2.68727], [1.25819, 2.05742, 1.04751], [-0.42266, 1.75254, 1.52779]],
  "atomic_forces_ev_per_a": [[0.3, 0.4, 1.5], [0.1, 0.6, -1.6], [-0.2, 0.0, -0.1], [0.1, -0.1, 0.0], [-1.0, -0.6, 0.9], [-0.1, 0.7, -3.0], [-2.0, -0.7, -1.1], [0.3, -0.5, 0.5], [0.5, 0.2, 0.9], [0.0, -0.1, 0.1], [-0.1, 0.0, 0.1], [0.1, 0.1, 0.0], [-0.2, 0.0, 0.1], [0.1, 0.1, 0.2], [1.9, 0.0, 1.6], [0.0, 0.0, 0.0], [0.0, 0.0, 0.0], [0.0, 0.0, 0.0], [0.0, 0.0, 0.0], [0.0, 0.0, 0.0], [0.0, 0.0, 0.0]],
  "multiplicity": 1,
  "relative_energy_ev": 3.9924,
  "charge": 0,
  "gap_ev": 7.80
}

# 2
{
  "formula": "C5H6O2",
  "method": "ωB97M-V/def2-TZVPD",
  "elements": ["C", "C", "C", "C", "O", "C", "O", "H", "H", "H", "H", "H", "H"],
  "xyz": [[0.76826, -1.90786, -0.70901], [0.41246, -1.03599, 0.17966], [-0.18546, 0.09770, 0.51041], [-0.72571, 0.44147, 1.85446], [0.12164, 1.24957, -0.28032], [0.12347, 1.14873, -1.60016], [-0.16096, 0.17742, -2.28048], [0.12475, -1.20682, -1.60302], [1.63337, -2.60758, -0.64038], [-1.04934, -0.47756, 2.34990], [-1.55341, 1.15237, 1.83347], [0.08824, 0.87181, 2.45666], [0.40268, 2.09675, -2.07119]],
  "atomic_forces_ev_per_a": [[-0.7, 1.1, -1.2], [-0.1, 0.2, 0.2], [0.6, 0.1, 0.3], [-0.2, 0.0, 0.1], [0.3, 0.2, 0.1], [-0.1, -0.3, -0.4], [-0.2, 0.6, 0.5], [1.4, -2.9, 0.9], [-0.8, 0.9, -0.5], [0.0, 0.1, -0.1], [0.0, -0.1, -0.1], [-0.3, 0.0, -0.1], [0.1, 0.0, 0.2]],
  "multiplicity": 1,
  "relative_energy_ev": 3.8621,
  "smiles": "C=C=C(C)OC=O",
  "charge": 0,
  "gap_ev": 8.88
}

# 3
{
  "formula": "C39H72BClF3N2O13S3",
  "method": "ωB97M-V/def2-TZVPD",
  "elements": ["C", "C", "C", "C", "O", "C", "O", "B", "O", "O", "S", "C", "Cl", "N", "C", "C", "C", "N", "C", "S", "S", "O", "O", "C", "F", "F", "F", "H", "H", "H", "H", "H", "H", "H", "H", "H", "H", "H", "H", "H", "H", "H", "H", "C", "C", "C", "O", "C", "H", "H", "H", "H", "H", "H", "H", "H", "C", "C", "C", "O", "C", "H", "H", "H", "H", "H", "H", "H", "H", "C", "C", "C", "O", "C", "H", "H", "H", "H", "H", "H", "H", "H", "C", "C", "C", "O", "C", "H", "H", "H", "H", "H", "H", "H", "H", "C", "C", "C", "O", "C", "H", "H", "H", "H", "H", "H", "H", "H", "C", "C", "C", "O", "C", "H", "H", "H", "H", "H", "H", "H", "H", "C", "C", "C", "O", "C", "H", "H", "H", "H", "H", "H", "H", "H"],
  "xyz": [[-4.34796, -2.63472, -1.59811], [-3.91637, -1.61517, -2.67055], [-2.70969, -0.75162, -2.24234], [-1.54852, -0.72119, -3.22452], [-0.50437, -1.59491, -2.69126], [0.77214, -1.50315, -3.12369], [0.92564, -0.83990, -4.28590], [0.93035, -1.39258, -5.57964], [-0.23667, -1.93068, -6.01608], [2.07927, -1.30592, -6.31199], [1.30578, -3.30934, -3.24299], [2.52480, -3.10443, -2.11612], [3.51978, -4.41628, -1.76051], [2.70017, -1.94929, -1.53604], [3.75100, -1.74193, -0.50325], [3.37977, -2.34160, 0.84319], [1.83669, -0.84974, -2.05955], [2.68508, 0.02825, -2.77359], [3.31978, 0.97799, -2.37454], [4.19693, 2.18891, -2.00713], [0.99540, -0.02957, -0.59563], [-0.03706, -0.87309, -0.10272], [2.03664, 0.46257, 0.24836], [0.17369, 1.50562, -1.35936], [-1.13826, 1.38137, -1.19568], [0.62212, 2.57395, -0.71994], [0.46011, 1.57225, -2.65365], [-3.81445, -2.48121, -0.66133], [-4.13559, -3.65442, -1.92454], [-5.41726, -2.58144, -1.40332], [-3.66256, -2.14656, -3.58953], [-4.75224, -0.95212, -2.89063], [-2.32386, -1.11523, -1.28940], [-3.03058, 0.27802, -2.07711], [-1.15556, 0.27638, -3.40818], [-1.84341, -1.12810, -4.19265], [-0.30172, -1.95677, -6.97806], [2.44030, -2.14376, -6.61610], [4.68016, -2.14567, -0.90736], [3.90210, -0.67398, -0.41112], [4.06398, -1.97997, 1.60797], [3.42996, -3.42910, 0.84419], [2.36514, -2.06361, 1.12202], [-0.95452, 3.33943, -4.75176], [-1.38464, 4.60256, -5.49616], [-1.19176, 4.17261, -6.94721], [-1.44922, 2.75973, -6.98120], [-1.50280, 2.24503, -5.66038], [-1.34702, 3.27443, -3.73664], [0.13571, 3.28192, -4.70437], [-2.43461, 4.82103, -5.29220], [-0.79787, 5.48310, -5.24092], [-0.16885, 4.34826, -7.28211], [-1.87325, 4.67175, -7.63525], [-2.54278, 2.00598, -5.40471], [-0.91787, 1.32020, -5.61788], [-3.89559, -0.06363, 3.28001], [-3.67981, -1.35165, 4.07080], [-4.20931, -2.39915, 3.09998], [-3.95723, -1.89236, 1.78496], [-3.57944, -0.51812, 1.86012], [-3.26507, 0.76027, 3.61051], [-4.93883, 0.25362, 3.35511], [-2.61519, -1.50782, 4.25360], [-4.18396, -1.36011, 5.03212], [-5.28925, -2.54117, 3.21871], [-3.72324, -3.36983, 3.20318], [-2.50594, -0.43117, 1.64864], [-4.12723, 0.03868, 1.09672], [-0.95838, 0.67692, 8.05897], [-2.23991, 0.69579, 8.89310], [-3.30746, 0.57908, 7.81311], [-2.72648, -0.19101, 6.75740], [-1.32074, -0.32125, 6.96527], [-0.07337, 0.38115, 8.61996], [-0.77584, 1.66313, 7.62738], [-2.27141, -0.17229, 9.55427], [-2.35552, 1.59100, 9.50111], [-3.58288, 1.56353, 7.42033], [-4.21544, 0.08325, 8.15711], [-1.09775, -1.34784, 7.27673], [-0.80665, -0.12848, 6.02153], [2.78863, -6.64387, 4.18143], [4.31189, -6.63102, 4.05197], [4.53196, -5.41322, 3.16438], [3.47796, -4.49862, 3.46935], [2.47649, -5.15518, 4.25544], [2.42840, -7.18977, 5.05113], [2.33684, -7.08549, 3.29073], [4.77263, -6.47533, 5.02877], [4.72376, -7.54270, 3.62305], [4.47472, -5.68740, 2.10276], [5.48803, -4.91915, 3.34099], [2.53786, -4.78861, 5.28458], [1.49470, -4.89875, 3.85629], [6.80561, 4.08815, 1.88954], [8.31745, 4.01319, 1.67148], [8.47649, 2.60924, 1.10115], [7.27376, 2.33773, 0.37209], [6.29117, 3.32360, 0.67729], [6.41823, 5.10401, 1.94120], [6.53036, 3.57018, 2.81011], [8.62999, 4.75932, 0.93872], [8.89818, 4.16374, 2.57946], [8.58314, 1.86745, 1.89900], [9.32462, 2.51232, 0.42377], [6.17267, 3.99102, -0.18593], [5.33810, 2.82186, 0.86082], [-8.20940, 0.68034, 4.71666], [-7.86466, -0.75617, 5.11251], [-7.06574, -0.53112, 6.38989], [-7.59183, 0.64668, 6.99630], [-8.45250, 1.32239, 6.07831], [-9.07110, 0.75889, 4.05584], [-7.35566, 1.15071, 4.22316], [-8.77618, -1.31719, 5.32675], [-7.30081, -1.29924, 4.35441], [-6.00486, -0.36600, 6.16509], [-7.14556, -1.35975, 7.09490], [-9.49163, 1.18981, 6.39707], [-8.21946, 2.38732, 6.09923], [3.91894, 3.52220, -8.89563], [3.15050, 2.22176, -8.65846], [1.83796, 2.74083, -8.08435], [1.61933, 4.01822, -8.68408], [2.80439, 4.45378, -9.35519], [4.71869, 3.43320, -9.62867], [4.35239, 3.88006, -7.95927], [2.97298, 1.70972, -9.60609], [3.65755, 1.52977, -7.98681], [1.90778, 2.86882, -6.99568], [0.98328, 2.09827, -8.29722], [2.64763, 4.38014, -10.43588], [2.98510, 5.49900, -9.10392]],
  "atomic_forces_ev_per_a": [[0.1, -0.1, -0.2], [0.2, -0.1, 0.3], [-0.1, 0.0, -0.1], [-0.3, -0.1, -0.5], [0.1, 0.1, 0.5], [-0.2, 0.2, 0.0], [0.3, -0.1, -0.2], [-0.1, 0.0, -0.2], [0.0, 0.2, 0.0], [0.2, 0.0, 0.5], [-0.2, -0.2, -0.4], [0.2, 0.2, 0.2], [0.0, -0.1, 0.0], [-0.6, -0.1, 0.2], [0.4, 0.2, 0.1], [-0.2, -0.2, -0.1], [0.4, -0.4, -0.8], [-0.5, -0.4, 0.6], [0.6, 0.5, -0.1], [0.1, 0.2, 0.0], [-0.2, 0.0, 0.1], [0.1, -0.1, 0.1], [0.1, 0.1, -0.1], [-0.2, -0.1, 0.4], [0.5, 0.3, 0.1], [-0.2, -0.3, -0.3], [0.0, 0.3, 0.1], [-0.2, 0.0, 0.1], [0.0, 0.0, 0.0], [0.0, 0.0, 0.1], [-0.1, 0.1, -0.1], [0.0, 0.0, -0.2], [0.0, 0.1, 0.0], [-0.1, -0.1, 0.0], [0.0, -0.1, 0.1], [0.0, 0.0, 0.0], [0.0, -0.3, 0.0], [-0.1, 0.1, -0.4], [-0.1, -0.1, 0.0], [-0.1, 0.1, -0.1], [0.0, 0.0, 0.0], [0.0, 0.0, 0.0], [0.0, 0.1, 0.1], [0.0, 0.0, 0.1], [-0.1, -0.1, -0.1], [0.0, 0.1, 0.1], [0.0, 0.0, -0.1], [0.0, 0.0, 0.0], [0.0, 0.0, 0.0], [0.0, 0.0, 0.0], [0.0, 0.0, 0.0], [0.0, 0.0, 0.0], [0.0, 0.1, 0.0], [0.0, -0.1, 0.0], [0.0, 0.0, 0.0], [0.0, 0.0, 0.0], [0.0, 0.0, 0.0], [0.0, -0.1, -0.1], [-0.1, 0.1, 0.0], [0.0, 0.0, -0.1], [0.0, 0.0, 0.0], [0.0, 0.0, 0.0], [0.0, 0.0, 0.0], [0.0, 0.0, 0.0], [0.0, 0.0, 0.0], [0.0, 0.0, 0.0], [0.0, 0.0, 0.0], [0.0, 0.0, 0.0], [0.0, 0.0, 0.0], [0.0, 0.0, 0.0], [0.0, -0.1, 0.0], [0.0, 0.1, 0.0], [0.0, 0.0, 0.0], [0.0, 0.0, 0.1], [0.0, 0.0, 0.0], [0.0, 0.0, 0.0], [0.0, 0.0, 0.0], [0.0, 0.0, 0.0], [0.0, 0.0, 0.0], [0.0, 0.0, 0.0], [0.0, 0.0, 0.0], [0.0, 0.0, 0.0], [0.0, 0.0, 0.0], [0.0, 0.0, 0.0], [0.0, 0.0, 0.0], [0.0, 0.1, -0.1], [0.0, 0.0, 0.0], [0.0, 0.0, 0.0], [0.0, 0.0, 0.0], [0.0, 0.0, 0.0], [0.0, 0.0, 0.0], [0.0, 0.0, 0.0], [0.0, 0.0, 0.0], [0.0, 0.0, 0.0], [0.0, 0.0, 0.0], [0.1, 0.0, 0.0], [0.0, 0.0, 0.0], [0.0, 0.0, 0.0], [0.0, -0.1, 0.0], [-0.1, 0.0, 0.0], [0.0, 0.0, 0.0], [0.0, 0.0, 0.0], [0.0, 0.0, 0.0], [0.0, 0.0, 0.0], [0.0, 0.0, 0.0], [0.0, 0.0, 0.0], [0.0, 0.0, 0.0], [0.0, 0.0, 0.0], [0.0, 0.0, 0.0], [-0.1, 0.1, 0.0], [0.1, 0.0, 0.0], [0.0, 0.0, 0.0], [0.0, 0.0, 0.0], [0.0, 0.0, 0.0], [0.0, 0.0, 0.0], [0.0, 0.0, 0.0], [0.0, 0.0, 0.0], [0.0, 0.0, 0.0], [0.0, 0.0, 0.0], [0.0, 0.0, 0.0], [0.0, 0.0, 0.0], [0.0, 0.0, 0.0], [0.0, 0.0, 0.0], [0.1, 0.0, 0.0], [0.0, 0.0, 0.0], [0.0, 0.0, 0.0], [0.0, 0.0, 0.0], [0.0, 0.0, 0.0], [0.0, 0.0, 0.0], [0.0, 0.0, 0.0], [0.0, 0.0, 0.0], [0.0, 0.0, 0.0], [0.0, 0.0, 0.0], [0.0, 0.0, 0.0]],
  "multiplicity": 1,
  "relative_energy_ev": 0.0000,
  "charge": 1,
  "gap_ev": 6.67
}